[1]
A molecular structure, C16H34Cl24GaN2O. Source: the OMol25 dataset; level of theory: ωB97M-V/def2-TZVPD.

Geometry as XYZ:
```
78
C16H34Cl24GaN2O, DFT ωB97M-V/def2-TZVPD
C 0.147 -1.454 -1.893
C -1.136 -0.762 -1.435
C -0.998 0.773 -1.326
N -1.419 1.284 -0.020
Ga -0.029 1.961 1.130
N 0.048 3.982 1.086
C 0.715 4.490 0.235
O 1.345 5.013 -0.619
H 0.862 -1.526 -1.071
H 0.604 -0.902 -2.714
H -0.064 -2.478 -2.219
H -1.929 -1.007 -2.149
H -1.459 -1.123 -0.459
H -1.646 1.205 -2.098
H 0.028 1.060 -1.579
H -2.141 1.984 -0.127
H -0.404 1.581 2.605
H 1.400 1.335 0.759
C 2.770 0.268 -5.024
Cl 1.288 0.934 -4.355
Cl 3.402 -1.076 -4.061
H 2.566 -0.098 -6.024
H 3.519 1.051 -5.037
C 0.535 4.082 5.382
Cl -0.614 4.244 6.731
Cl 0.749 2.420 4.844
H 0.157 4.657 4.544
H 1.488 4.469 5.709
C 0.671 -3.282 -6.606
Cl 0.150 -3.492 -4.940
Cl 0.404 -1.628 -7.192
H 1.732 -3.498 -6.658
H 0.107 -3.961 -7.235
C 0.510 -0.275 8.146
Cl -0.555 0.214 9.473
Cl 0.614 -2.035 7.992
H 0.116 0.134 7.225
H 1.502 0.108 8.346
C 3.276 -6.058 -4.792
Cl 2.264 -6.368 -6.212
Cl 3.247 -4.353 -4.351
H 2.878 -6.627 -3.959
H 4.290 -6.364 -5.017
C -2.198 -6.327 -5.028
Cl -1.571 -6.378 -3.380
Cl -1.018 -6.928 -6.204
H -3.081 -6.952 -5.080
H -2.430 -5.298 -5.276
C 1.669 8.306 4.951
Cl -0.030 8.384 4.481
Cl 2.021 6.867 5.918
H 2.276 8.269 4.055
H 1.903 9.181 5.545
C -4.708 2.692 -3.174
Cl -4.009 2.524 -1.566
Cl -3.757 1.867 -4.419
H -5.700 2.256 -3.166
H -4.751 3.746 -3.424
C 3.139 -4.053 0.253
Cl 2.187 -4.371 -1.206
Cl 3.063 -2.364 0.749
H 2.748 -4.667 1.056
H 4.171 -4.305 0.041
C 2.124 -9.230 -9.273
Cl 0.871 -8.312 -8.431
Cl 3.728 -9.025 -8.559
H 1.862 -10.280 -9.224
H 2.163 -8.890 -10.300
C -1.825 3.871 10.636
Cl -2.759 4.493 9.277
Cl -2.541 2.426 11.368
H -0.829 3.627 10.284
H -1.789 4.636 11.402
C -4.505 7.154 6.513
Cl -4.533 5.390 6.522
Cl -2.876 7.800 6.751
H -4.869 7.497 5.552
H -5.136 7.512 7.318
```

**HOMO energy**: -0.1606 hartree
**Maximum force**: 0.7 eV/Å
**Gap between HOMO and LUMO**: 5.94 eV
**Total charge**: -1
**Total energy**: -13784.1967 Eh
**E_LUMO**: 1.56 eV

=====

[2]
2 unconnected molecules or ions with the total composition C16H34F3N4O6S2. Source: the OMol25 dataset; level of theory: ωB97M-V/def2-TZVPD.

Geometry as XYZ:
```
65
C16H34F3N4O6S2, DFT ωB97M-V/def2-TZVPD
C 0.106 1.849 -3.581
C -0.256 0.383 -3.303
C -0.192 0.088 -1.799
C -0.353 -1.404 -1.484
N -1.724 -1.865 -1.193
C -2.068 -1.884 0.186
N -3.537 -2.254 0.316
C -4.125 -0.994 0.333
N -5.130 -0.696 -0.493
N -3.463 -0.171 1.193
S -3.951 1.476 1.273
O -3.403 2.063 2.436
O -5.354 1.479 1.049
C -3.173 2.340 -0.190
F -3.794 3.498 -0.271
F -1.885 2.529 0.011
F -3.368 1.637 -1.302
C -1.977 -0.553 1.014
C -1.290 -0.816 2.358
C -0.856 0.465 3.092
C 0.622 0.424 3.480
C 1.170 1.832 3.734
S 1.481 2.683 2.194
O 2.838 3.112 2.135
O 0.967 1.916 1.087
O 0.519 3.935 2.407
H 1.177 1.973 -3.733
H -0.144 2.456 -2.705
H -0.454 2.265 -4.415
H -1.287 0.235 -3.642
H 0.421 -0.288 -3.830
H -0.962 0.694 -1.326
H 0.795 0.403 -1.456
H -0.028 -1.950 -2.371
H 0.315 -1.728 -0.685
H -2.409 -1.401 -1.778
H -1.528 -2.682 0.693
H -3.598 -2.618 1.268
H -6.023 -0.340 -0.188
H -4.987 -0.830 -1.483
H -1.398 0.245 0.555
H -0.401 -1.404 2.123
H -1.949 -1.423 2.984
H -1.489 0.649 3.960
H -1.014 1.308 2.422
H 1.208 -0.039 2.687
H 0.734 -0.131 4.413
H 2.077 1.860 4.330
H 0.413 2.424 4.250
H 0.401 4.369 1.546
C 4.006 -3.238 -0.218
C 3.549 -2.773 -1.589
O 2.969 -1.478 -1.600
C 3.805 -0.415 -1.159
C 5.071 -0.240 -1.977
H 3.174 -3.227 0.489
H 4.394 -4.255 -0.281
H 4.798 -2.608 0.187
H 2.766 -3.436 -1.960
H 4.374 -2.830 -2.306
H 4.047 -0.534 -0.097
H 3.189 0.481 -1.241
H 5.725 -1.111 -1.915
H 5.630 0.621 -1.611
H 4.829 -0.077 -3.028
```

**Energy relative to the best compared isomer or geometry (same formula, charge and spin)**: 0.0 kcal/mol
**HOMO energy**: -0.4325 hartree
**Maximum force**: 2.2 eV/Å
**Gap between HOMO and LUMO**: 6.58 eV
**Total charge**: +1
**Total energy**: -2396.1495 Eh
**E_LUMO**: -5.18 eV

=====

[3]
6 unconnected molecules or ions with the total composition C16H34FNO9S3. Source: the OMol25 dataset; level of theory: ωB97M-V/def2-TZVPD.

Geometry as XYZ:
```
64
C16H34FNO9S3, DFT ωB97M-V/def2-TZVPD
N -36.270 4.818 18.941
H -35.554 5.463 19.262
H -36.260 3.909 19.267
H -36.301 4.789 17.852
H -37.156 5.191 19.067
F -37.107 4.602 21.369
C -37.573 6.558 24.159
C -37.111 7.359 23.020
C -38.236 7.444 21.919
O -38.765 8.695 22.015
C -37.962 9.372 22.771
O -38.164 10.575 23.033
O -37.082 8.636 23.364
H -37.563 5.439 24.160
H -38.573 6.859 24.574
H -36.859 6.825 24.992
H -36.167 6.949 22.811
H -38.991 6.662 21.936
H -37.810 7.475 20.967
C -32.257 2.730 23.418
C -33.738 2.693 23.788
C -34.252 4.107 23.558
S -33.327 4.819 22.195
O -32.630 6.062 22.761
O -33.930 4.802 20.889
C -32.070 3.661 22.213
H -31.799 1.846 23.270
H -31.800 3.218 24.304
H -33.953 2.210 24.758
H -34.284 1.930 23.049
H -34.324 4.886 24.329
H -35.228 4.298 23.164
H -31.082 4.123 21.820
H -32.335 3.166 21.297
C -39.423 1.151 23.253
C -39.614 -0.015 22.234
C -38.153 -0.040 21.660
S -37.671 1.602 21.460
O -38.191 2.056 20.203
O -36.271 1.597 21.752
C -38.618 2.372 22.705
H -38.756 0.906 24.214
H -40.309 1.429 23.699
H -40.156 0.213 21.339
H -40.257 -0.872 22.677
H -38.200 -0.444 20.674
H -37.504 -0.515 22.230
H -39.227 2.970 22.234
H -37.965 2.514 23.392
C -41.150 3.583 19.764
C -40.084 4.650 19.816
C -40.771 6.155 19.706
S -42.292 5.741 20.555
O -43.275 5.952 19.529
O -42.462 6.316 21.830
C -42.194 4.005 20.834
H -40.775 2.583 20.083
H -41.629 3.751 18.975
H -39.445 4.409 18.973
H -39.519 4.578 20.721
H -41.104 6.568 18.746
H -40.299 6.880 20.504
H -43.202 3.660 20.665
H -41.723 3.770 21.688
```

**Energy relative to the best compared isomer or geometry (same formula, charge and spin)**: 0.0 kcal/mol
**HOMO energy**: -0.3459 hartree
**Maximum force**: 8.2 eV/Å
**Gap between HOMO and LUMO**: 8.92 eV
**Total energy**: -2656.0928 Eh
**E_LUMO**: -0.50 eV

=====

[4]
A molecular structure, C16H34N2O5SSbSe4SiTc. Source: the OMol25 dataset; level of theory: ωB97M-V/def2-TZVPD.

Geometry as XYZ:
```
65
C16H34N2O5SSbSe4SiTc, DFT ωB97M-V/def2-TZVPD
Tc -1.043 -1.652 0.262
C -1.056 -3.060 -3.784
C -0.990 -2.923 -2.311
N -1.386 -1.856 -1.695
O -1.953 -0.803 -2.367
C -0.505 -3.975 -1.407
C 0.044 -5.273 -1.888
N -0.601 -3.609 -0.167
O -0.278 -4.476 0.795
H -2.081 -3.286 -4.101
H -0.421 -3.874 -4.123
H -0.733 -2.139 -4.275
H -2.232 -1.108 -3.248
H 0.887 -5.089 -2.559
H -0.706 -5.846 -2.433
H 0.402 -5.863 -1.052
C -2.250 2.221 -0.568
C -2.295 1.393 0.701
C -2.257 2.263 1.941
C -3.506 0.484 0.722
O -1.104 0.484 0.702
Si 0.535 0.856 0.850
S 1.042 -1.290 0.923
O 1.093 1.538 -0.466
C 1.943 1.397 -1.645
C 3.292 0.841 -1.229
C 1.235 0.462 -2.613
C 2.079 2.790 -2.228
O 0.810 1.555 2.247
C 1.760 2.545 2.797
C 1.348 2.732 4.242
C 1.630 3.837 2.013
C 3.155 1.957 2.690
H -3.085 2.923 -0.574
H -2.319 1.586 -1.452
H -1.323 2.796 -0.624
H -3.201 2.803 2.019
H -1.448 2.995 1.892
H -2.121 1.661 2.841
H -4.413 1.075 0.594
H -3.590 -0.043 1.673
H -3.474 -0.237 -0.106
H 3.184 -0.117 -0.711
H 3.817 1.540 -0.576
H 3.913 0.678 -2.112
H 1.157 -0.541 -2.182
H 1.804 0.394 -3.541
H 0.236 0.841 -2.842
H 2.549 3.459 -1.507
H 1.098 3.191 -2.491
H 2.697 2.763 -3.127
H 0.314 3.077 4.302
H 1.990 3.475 4.718
H 1.437 1.793 4.791
H 0.630 4.263 2.125
H 1.830 3.676 0.953
H 2.349 4.565 2.391
H 3.213 1.005 3.221
H 3.883 2.640 3.129
H 3.429 1.798 1.644
Se -0.659 -6.218 3.643
Sb -1.603 -6.021 1.536
Se -1.854 -2.501 2.282
Se -3.564 -3.737 1.715
Se -2.730 -6.812 -0.346
```

**Energy relative to the best compared isomer or geometry (same formula, charge and spin)**: 4.5 kcal/mol
**HOMO energy**: -0.5287 hartree
**Maximum force**: 2.1 eV/Å
**Gap between HOMO and LUMO**: 5.13 eV
**Total charge**: +2
**Total energy**: -11729.7459 Eh
**E_LUMO**: -9.25 eV

=====

[5]
2 unconnected molecules or ions with the total composition C16H34NO11P3. Source: the OMol25 dataset; level of theory: ωB97M-V/def2-TZVPD.

Geometry as XYZ:
```
65
C16H34NO11P3, DFT ωB97M-V/def2-TZVPD
C 6.408 0.702 0.885
C 4.963 1.448 1.091
C 3.708 0.455 1.448
C 3.794 -1.043 0.790
C 2.580 -2.061 1.206
C 1.103 -1.368 1.355
C 0.275 -1.249 -0.094
C -1.245 -1.901 0.151
C -2.027 -0.969 1.249
P -3.663 -0.193 0.644
O -3.028 0.220 -0.931
C -3.890 1.706 0.943
O -2.504 2.271 1.056
N -2.444 3.335 0.225
O -2.904 4.262 0.908
C -4.995 -1.366 -0.058
C -6.164 -0.640 -0.952
O -6.052 0.598 -1.445
O -7.403 -1.453 -1.187
P -4.437 -0.489 2.707
P -6.550 0.028 2.844
O -6.944 -0.085 4.402
O -7.614 -1.066 1.974
O -6.947 1.656 2.368
H 7.296 1.440 0.673
H 6.684 0.047 1.844
H 6.381 -0.064 -0.018
H 4.707 2.149 0.184
H 5.087 2.173 2.031
H 2.739 0.968 0.976
H 3.489 0.439 2.622
H 3.936 -0.945 -0.390
H 4.802 -1.560 1.167
H 2.842 -2.710 2.167
H 2.484 -2.859 0.322
H 0.445 -2.126 2.002
H 1.090 -0.356 1.961
H 0.837 -1.789 -0.968
H 0.101 -0.108 -0.288
H -1.083 -2.977 0.643
H -1.824 -2.093 -0.847
H -1.355 -0.090 1.697
H -2.279 -1.676 2.177
H -2.077 0.563 -0.872
H -4.509 2.218 0.088
H -4.371 1.884 2.015
H -5.426 -1.980 0.870
H -4.487 -2.190 -0.752
H -8.158 -0.823 -0.993
H -3.707 0.452 3.517
H -8.572 -0.733 2.021
H -6.653 2.310 3.093
C 5.275 -0.770 -4.239
C 4.151 0.176 -3.871
C 4.374 1.586 -4.329
O 3.616 2.333 -3.393
C 3.583 1.591 -2.244
O 3.180 2.000 -1.170
O 4.060 0.329 -2.464
H 5.319 -0.928 -5.321
H 6.244 -0.384 -3.903
H 5.137 -1.738 -3.747
H 3.192 -0.220 -4.228
H 4.010 1.757 -5.346
H 5.419 1.908 -4.264
```

**HOMO energy**: -0.3222 hartree
**Maximum force**: 8.7 eV/Å
**Gap between HOMO and LUMO**: 8.06 eV
**Total energy**: -2536.1677 Eh
**E_LUMO**: -0.71 eV

=====

[6]
A molecular structure, C16H34NbO4. Source: the OMol25 dataset; level of theory: ωB97M-V/def2-TZVPD.

Geometry as XYZ:
```
55
C16H34NbO4, DFT ωB97M-V/def2-TZVPD
C -4.031 -0.645 4.354
C -3.935 0.322 3.131
C -2.792 1.197 2.869
C -2.843 2.088 1.714
C -3.953 2.155 0.774
C -5.092 1.270 1.025
C -5.063 0.371 2.196
C -6.349 -0.512 2.399
Nb -7.926 0.915 3.321
H -3.317 -0.374 5.176
H -5.065 -0.483 4.783
H -3.945 -1.724 4.062
H -1.931 1.151 3.571
H -1.972 2.772 1.535
H -4.006 2.847 -0.096
H -5.987 1.266 0.364
H -6.147 -1.402 3.046
H -6.667 -0.891 1.388
H -7.875 -0.026 4.884
H -6.527 1.944 3.949
H -7.842 1.961 1.799
H -9.329 -0.063 2.671
H -9.068 2.127 4.102
C -0.707 -0.145 -0.476
O 0.152 -0.030 -1.606
C 0.909 1.173 -1.592
C 2.343 0.920 -1.155
O 2.408 0.536 0.215
C 2.603 -0.859 0.377
H -1.104 -1.160 -0.453
H -0.174 0.041 0.459
H -1.542 0.555 -0.570
H 0.434 1.928 -0.958
H 0.919 1.554 -2.619
H 2.909 1.852 -1.250
H 2.820 0.170 -1.793
H 3.629 -1.127 0.098
H 1.896 -1.439 -0.221
H 2.451 -1.103 1.429
C 7.070 -3.045 -3.419
O 7.219 -1.918 -4.269
C 5.968 -1.364 -4.664
C 5.648 -0.104 -3.878
O 5.403 -0.397 -2.507
C 6.507 -0.073 -1.678
H 8.049 -3.291 -3.008
H 6.386 -2.839 -2.591
H 6.705 -3.901 -3.995
H 5.165 -2.101 -4.564
H 6.056 -1.104 -5.724
H 4.729 0.335 -4.279
H 6.448 0.635 -3.982
H 6.597 1.014 -1.584
H 7.441 -0.487 -2.067
H 6.325 -0.495 -0.690
```

**HOMO energy**: -0.1553 hartree
**Maximum force**: 3.0 eV/Å
**Gap between HOMO and LUMO**: 6.23 eV
**Total charge**: -1
**Total energy**: -987.6053 Eh
**E_LUMO**: 2.00 eV

=====

[7]
A molecular structure, C16H35AlBCl3F5N5NaO12PSi2. Source: the OMol25 dataset; level of theory: ωB97M-V/def2-TZVPD.

Geometry as XYZ:
```
82
C16H35AlBCl3F5N5NaO12PSi2, DFT ωB97M-V/def2-TZVPD
N -1.413 1.093 -2.046
C -0.040 1.670 -1.956
O 0.066 2.826 -1.684
C 1.333 0.855 -2.242
C 2.333 0.897 -1.069
Si 1.888 -0.153 0.381
Cl 3.638 -1.313 0.788
O 1.618 0.722 1.811
Si 0.209 1.687 1.659
C 0.703 3.519 1.787
O 1.369 4.132 0.902
O 0.366 4.165 2.846
P 0.220 -1.538 -0.020
O -0.397 -1.341 -1.438
H -1.813 1.078 -1.097
H -2.032 1.625 -2.661
H 1.152 -0.212 -2.665
H 1.829 1.425 -3.104
H 2.444 1.982 -0.777
H 3.346 0.593 -1.442
H -0.619 1.361 0.480
H -0.632 1.376 2.836
H -0.827 -1.466 0.957
H 0.699 -2.893 0.066
Al -0.463 -0.001 -3.626
C 7.753 2.473 -3.550
O 7.512 3.608 -2.741
C 6.397 3.480 -1.995
O 5.656 2.524 -2.016
O 6.253 4.567 -1.260
C 5.090 4.559 -0.410
H 8.658 2.652 -4.128
H 7.904 1.582 -2.938
H 6.930 2.324 -4.238
H 5.142 3.738 0.304
H 4.178 4.495 -1.005
H 5.080 5.496 0.140
B -2.469 -4.308 -0.891
F -1.958 -5.602 -1.129
F -3.651 -4.405 -0.102
F -1.537 -3.536 -0.164
F -2.763 -3.680 -2.139
F -0.427 -4.168 1.438
Na 5.635 2.222 -5.099
Cl 4.009 -3.170 -0.989
C -0.891 6.136 -2.205
C -1.450 5.812 -3.542
O -0.901 5.182 -4.394
N -2.840 6.170 -3.930
C -3.523 7.310 -3.270
H 0.178 6.320 -2.300
H -1.349 7.029 -1.781
H -1.060 5.289 -1.532
H -3.368 5.297 -3.815
H -2.778 6.247 -4.952
H -3.703 7.058 -2.228
H -4.469 7.475 -3.782
H -2.894 8.193 -3.360
Cl 5.858 -1.269 2.263
C -6.490 -8.425 5.413
C -6.982 -7.330 4.481
N -5.875 -6.528 3.958
C -5.466 -6.447 2.643
C -4.445 -5.554 2.605
N -4.244 -5.123 3.890
C -5.113 -5.723 4.701
C -3.238 -4.147 4.313
H -5.932 -8.004 6.251
H -7.331 -8.992 5.815
H -5.827 -9.112 4.885
H -7.655 -6.655 5.014
H -7.535 -7.760 3.646
H -5.958 -7.030 1.886
H -3.823 -5.157 1.809
H -5.190 -5.582 5.766
H -2.562 -4.615 5.026
H -3.739 -3.298 4.776
H -2.670 -3.806 3.446
N 8.724 0.022 0.682
O 7.873 -0.765 0.233
O 9.801 0.205 0.067
O 8.503 0.638 1.748
```

**HOMO energy**: -0.1900 hartree
**Maximum force**: 4.4 eV/Å
**Gap between HOMO and LUMO**: 2.15 eV
**Total energy**: -5036.7886 Eh
**E_LUMO**: -3.02 eV

=====

Q: Which of these has the highest maximum force?
A: C16H34NO11P3